Entry 1:
The following is a DFT calculation (the ωB97M-V functional and the def2-TZVPD basis) of a single CH3BrP2 molecule.

CARTESIAN COORDINATES (ANGSTROEM)
C  -1.708  0.522  0.007
P  1.367  -0.569  -0.612
P  -0.130  1.067  -0.003
Br  3.635  -0.219  -0.122
H  -2.656  1.100  0.298
H  -1.703  -0.538  -0.104
H  1.195  -1.363  0.536

The value obtained for the HOMO energy is -8.9 eV. Its orbital gap is 8.035 eV. Its SMILES is C=P#[PH]Br.



Entry 2:
The following is a DFT calculation (the ωB97M-V functional and the def2-TZVPD basis) of 2 unconnected molecules or ions with the total composition CH3Cl2OPS.

CARTESIAN COORDINATES (ANGSTROEM)
C  1.631  -0.047  -0.113
O  -1.308  -1.463  -0.471
P  -0.432  0.773  1.029
S  -1.360  -0.056  -0.769
Cl  2.236  1.231  -1.153
Cl  -3.329  0.766  -0.620
H  1.445  -1.000  -0.649
H  2.242  -0.121  0.792
H  -1.124  -0.083  1.953

The value obtained for the HOMO energy (spin up / spin down) is -9.3 / -9.3 eV. Its orbital gap (spin up / spin down) is 8.258 / 8.257 eV.



Relative energy (zero: lowest compared OMol25 entry of this formula, charge and spin) in eV, matching the order above: 0.4032; 5.5323
Strongest force on any atom in eV/A, matching the order above: 2.1; 2.2